Record 1
CH3ClN2O2 | ωB97M-V/def2-TZVPD

Geometry as XYZ:
```
9
Properties=species:S:1:pos:R:3:mulliken_charge:R:1
C -1.33553 0.87265 -0.46339 -0.424
N 0.96958 -0.84568 0.66841 0.296
N 0.97506 0.19971 -0.05158 0.332
O 1.97499 -1.56776 1.02326 -0.580
O 1.83657 0.96520 -0.38373 -0.450
Cl -2.19611 -0.58649 -0.32923 -0.124
H -1.64402 1.49572 0.37440 0.360
H -0.73654 0.87753 -1.38907 0.354
H 0.15601 -1.41088 0.55093 0.236
```

Calculated values
* gap between HOMO and LUMO (alpha / beta): 8.427 / 6.847 eV
* E_LUMO (alpha / beta): -0.81 / -1.96 eV
* energy: -759.8110 Ha
* HOMO level (alpha / beta): -9.24 / -8.81 eV
* ΔE to the lowest compared entry with this formula, charge and spin: 125.8 kcal per mole
* spin multiplicity: 1

---

Record 2
C14H17BrF4NO10 | ωB97M-V/def2-TZVPD

Geometry as XYZ:
```
47
Properties=species:S:1:pos:R:3:mulliken_charge:R:1
C -2.41842 2.39843 0.34804 -0.467
C -2.90309 3.40166 -0.79782 -0.580
C -4.28257 2.95395 -1.51527 0.230
F -4.99942 4.22709 -1.77336 -0.359
N -4.99440 2.06232 -0.60862 -0.522
C -6.42264 1.95340 -0.95360 -0.460
C -7.26092 2.73419 0.17716 0.361
O -7.85367 2.06853 1.04742 -0.528
Br -7.41416 4.71965 0.28490 -0.255
H -1.26827 2.46378 0.38531 0.033
H -2.82150 2.75637 1.35134 0.286
H -2.66105 1.30969 0.16652 0.153
H -3.09784 4.41023 -0.28944 0.189
H -2.11617 3.55177 -1.61664 0.284
H -4.09511 2.50503 -2.56090 0.094
H -6.71080 0.84446 -0.83975 0.250
H -6.66738 2.28653 -2.01654 0.306
C 2.10532 -0.65159 1.75256 -0.379
C 2.27110 0.80872 1.47172 0.269
O 1.41131 1.02450 0.37257 -0.307
C 0.41524 0.10153 0.50135 0.671
O -0.62339 0.15109 -0.08126 -0.486
O 0.75199 -0.88092 1.38573 -0.271
F 3.54323 1.09090 1.08800 -0.261
H 2.75965 -1.27717 1.13839 0.199
H 2.27358 -0.89519 2.80222 0.307
H 1.98111 1.46246 2.29914 0.223
C -1.12263 -2.89560 -0.38893 -0.121
C -0.08155 -3.93719 -0.65173 0.361
O -0.61583 -5.08989 -0.03281 -0.304
C -1.97065 -4.94115 -0.09275 0.569
O -2.75044 -5.82825 0.08538 -0.532
O -2.32310 -3.66082 -0.38795 -0.328
F 1.09003 -3.62313 -0.04247 -0.254
H -0.99940 -2.41243 0.58238 0.112
H -1.14716 -2.12700 -1.16134 0.260
H 0.09637 -4.13879 -1.71208 0.241
C 7.01250 -0.31056 -0.75594 -0.371
C 7.97562 -0.72084 0.31391 0.311
O 7.14449 -1.34229 1.27330 -0.296
C 6.09790 -1.85784 0.56931 0.674
O 5.33876 -2.67689 0.99852 -0.519
O 6.02714 -1.33284 -0.68509 -0.289
F 8.56114 0.35993 0.88442 -0.291
H 6.54657 0.65785 -0.55413 0.253
H 7.47467 -0.27854 -1.74326 0.266
H 8.74385 -1.42515 -0.01791 0.279
```

Calculated values
* total charge: -1
* gap between HOMO and LUMO: 4.434 eV
* E_LUMO: 1.59 eV
* energy: -4324.3066 Ha
* HOMO level: -2.84 eV
* ΔE to the lowest compared entry with this formula, charge and spin: 33.7 kcal per mole
* spin multiplicity: 1

---

Record 3
C50H51AsO2SiTi | ωB97M-V/def2-TZVPD

Geometry as XYZ:
```
106
Properties=species:S:1:pos:R:3:mulliken_charge:R:1
Ti 0.22535 0.52222 0.49128 -0.259
C 7.09103 -4.36553 -0.37699 -1.505
C 5.91626 -3.44810 -0.46591 0.535
C 5.15533 -3.14910 0.67045 -1.135
C 4.06083 -2.32036 0.61636 0.813
C 3.32069 -2.02264 1.88990 -0.969
C 3.70268 -1.75790 -0.65428 0.546
C 2.61195 -0.90941 -0.82983 0.253
O 1.77846 -0.56514 0.07712 0.307
C 4.47948 -2.05220 -1.82517 1.042
C 4.14982 -1.48217 -3.18064 -1.476
C 5.56085 -2.88744 -1.69772 -1.149
H 7.39899 -4.53392 0.65209 0.391
H 7.93372 -3.97307 -0.94609 0.398
H 6.83192 -5.33190 -0.81777 0.340
H 5.44619 -3.57749 1.62139 0.401
H 3.78695 -2.54638 2.72121 0.541
H 2.27549 -2.33064 1.83551 0.065
H 3.33670 -0.95281 2.10442 0.240
H 2.43546 -0.50879 -1.82641 -0.376
H 3.16014 -1.79307 -3.52040 0.304
H 4.87161 -1.83109 -3.91454 0.429
H 4.18257 -0.39100 -3.18319 0.356
H 6.16001 -3.11864 -2.56998 0.449
C -1.83639 -4.93727 -0.72099 -0.742
C -0.57785 -4.39606 -0.49691 -0.895
C -0.44355 -3.25319 0.27667 0.188
C -1.57241 -2.65839 0.83548 0.178
C -2.83455 -3.19883 0.60919 -0.572
C -2.96233 -4.34044 -0.16946 -0.773
As -1.40101 -1.04512 1.87605 0.671
C -3.17657 -0.35990 2.10261 -0.181
C -3.91536 -0.71705 3.22665 -0.598
C -5.22305 -0.27209 3.34991 -0.765
C -5.78551 0.52080 2.35676 -0.674
C -5.04494 0.86988 1.23558 -0.641
C -3.73658 0.43041 1.10463 0.206
C -0.74495 -1.52005 3.61491 0.067
C -0.76937 -0.55364 4.61882 -0.347
C -0.26225 -0.86004 5.87147 -0.739
C 0.27480 -2.11894 6.11537 -0.630
C 0.29994 -3.07659 5.11122 -0.714
C -0.21082 -2.78056 3.85453 -0.324
H -1.94025 -5.82763 -1.32660 0.443
H 0.29825 -4.86670 -0.92398 0.490
H 0.54275 -2.83730 0.45230 0.345
H -3.71292 -2.73099 1.03528 0.447
H -3.94206 -4.76448 -0.34331 0.460
H -3.48030 -1.33772 3.99976 0.466
H -5.80344 -0.54703 4.22029 0.453
H -6.80579 0.86645 2.45724 0.413
H -5.47976 1.48858 0.46117 0.517
H -3.16417 0.70198 0.22719 0.115
H -1.19042 0.42700 4.42812 0.570
H -0.29273 -0.11922 6.65950 0.466
H 0.66507 -2.35620 7.09612 0.422
H 0.70334 -4.06067 5.30964 0.467
H -0.21625 -3.53625 3.07780 0.425
C 1.39945 3.71041 3.76917 -0.681
C 0.72007 4.19782 2.65376 -0.829
C 0.33968 3.33198 1.64611 -0.237
C 0.64298 1.96701 1.75698 1.559
C 1.33671 1.48770 2.87777 -0.210
C 1.70934 2.36155 3.88730 -1.119
H 1.69394 4.39474 4.55427 0.444
H 0.49466 5.25316 2.57866 0.494
H -0.17751 3.70807 0.77199 0.311
H 1.57671 0.43102 2.98280 0.514
H 2.23826 1.99752 4.75819 0.524
C -2.60756 -0.40057 -3.00614 -1.596
C -1.34229 0.39062 -3.36396 2.547
C -1.39977 0.85964 -4.82574 -1.841
C -0.11058 -0.50858 -3.18950 -1.857
Si -1.17190 1.86228 -2.20487 -0.420
O -0.88371 1.15531 -0.68037 1.601
C -2.66951 2.93625 -1.98281 0.979
C -3.45457 3.35500 -3.06242 -0.348
C -4.54162 4.19642 -2.87086 -0.783
C -4.86277 4.63565 -1.59446 -0.697
C -4.09341 4.23494 -0.51067 -0.682
C -3.00663 3.39521 -0.70476 -0.089
C 0.38863 2.84271 -2.48872 0.462
C 1.59468 2.50562 -1.87136 0.604
C 2.75473 3.23273 -2.08682 -1.301
C 2.72771 4.32087 -2.94850 -0.726
C 1.54197 4.67659 -3.57603 -0.706
C 0.38370 3.94695 -3.34353 -0.663
H -2.71619 -1.25848 -3.67582 0.543
H -3.50633 0.21202 -3.09987 0.356
H -2.56419 -0.78504 -1.98211 0.099
H -1.39287 -0.00684 -5.49317 0.493
H -0.54372 1.48639 -5.08852 0.339
H -2.31225 1.41654 -5.03933 0.408
H -0.16750 -1.35319 -3.88240 0.688
H -0.06092 -0.92822 -2.17812 -0.150
H 0.81336 0.03698 -3.40922 0.312
H -3.22368 3.02889 -4.06908 0.182
H -5.13702 4.50974 -3.71825 0.467
H -5.70984 5.29229 -1.44536 0.406
H -4.33885 4.57840 0.48648 0.487
H -2.42003 3.08920 0.15426 0.172
H 1.64807 1.65412 -1.18963 0.355
H 3.67344 2.96155 -1.58142 0.521
H 3.62733 4.89585 -3.12255 0.427
H 1.51754 5.53028 -4.24031 0.478
H -0.53877 4.25474 -3.82483 0.413
```

Calculated values
* total charge: +2
* gap between HOMO and LUMO: 6.808 eV
* E_LUMO: -6.71 eV
* energy: -5460.7460 Ha
* HOMO level: -13.52 eV
* ΔE to the lowest compared entry with this formula, charge and spin: 0.0 kcal per mole
* spin multiplicity: 1

---

- The highest ΔE to the lowest compared entry with this formula, charge and spin belongs to which entry?
  CH3ClN2O2

---

- Which of these has the lowest energy?
  C50H51AsO2SiTi

---

- Number 3 is which compound?
  C50H51AsO2SiTi